(1)
ORCA calculation (ωB97M-V/def2-TZVPD) on C3H7N3O in the gas phase.

Output
**Frontier orbital gap**: 8.803 eV

Atoms and positions in Å:
C  -0.126083  1.473604  -1.430496
N  0.021518  0.177962  -0.813684
C  -0.023408  -0.105307  0.461706
N  -0.227107  0.722095  1.464140
C  0.188321  -1.587735  0.852515
O  0.134372  -1.796390  2.082864
N  0.380725  -2.284456  -0.230294
H  0.705528  2.132686  -1.161706
H  -1.069887  1.937680  -1.128482
H  -0.135712  1.350529  -2.514481
H  -0.210229  0.229628  2.360266
H  -0.369496  1.716951  1.393504
H  0.203331  -0.701899  -1.322625
H  0.528126  -3.265346  -0.013228

Atoms 1-2, force components in eV/Å:
C 0.0 0.1 0.0
N 0.0 -0.2 0.2

Results of the natural (NBO) charge analysis, in e, for atoms 1 through 5: atom 1 (C): -0.4287, atom 2 (N): -0.5457, atom 3 (C): 0.4707, atom 4 (N): -0.7545, atom 5 (C): 0.5340

***

(2)
ORCA calculation (ωB97M-V/def2-TZVPD) on a molecular structure, C23H26AsBMnN8O7S6.

Output
**Spin multiplicity**: 6
**Frontier orbital gap (alpha / beta)**: 6.426 / 6.784 eV
**Total charge**: -2

Atoms and positions in Å:
Mn  -0.958746  0.594147  -0.438112
C  1.233212  -1.814108  1.427610
N  0.406151  -1.188567  2.447200
C  0.846063  -0.606456  3.623906
C  -0.251455  -0.144962  4.255411
N  -1.358798  -0.445895  3.485470
B  -2.820802  -0.064179  3.835000
N  -3.506325  0.787005  2.695855
C  -4.869154  0.728092  2.495203
C  -5.200144  1.604261  1.525325
N  -4.022582  2.203480  1.126723
C  -3.880223  3.166060  0.053884
C  -2.986551  1.698768  1.849735
S  -1.354659  2.207865  1.657282
C  -0.947424  -1.082080  2.370564
S  -1.891223  -1.637621  1.058918
H  2.274332  -1.742075  1.735997
H  1.117346  -1.312500  0.472135
H  0.940700  -2.855678  1.300883
H  1.891219  -0.552756  3.884115
H  -0.339604  0.409379  5.174251
H  -3.491893  -1.071253  3.951138
H  -2.792746  0.595440  4.862226
H  -5.485800  0.035849  3.044624
H  -6.146366  1.830118  1.061368
H  -4.821450  3.206323  -0.492598
H  -3.083976  2.864273  -0.618538
H  -3.640145  4.151353  0.452618
O  1.930261  -1.087189  -3.308902
As  0.192509  -1.389424  -3.292570
O  -0.080095  -2.991463  -3.519508
O  -0.429150  -0.736093  -1.898344
C  -0.413543  -0.524221  -4.930152
C  -0.027540  -1.198790  -6.089225
C  -0.432843  -0.770878  -7.344773
C  -1.253369  0.347050  -7.449117
C  -1.641016  1.032744  -6.308688
C  -1.222504  0.614149  -5.039984
S  -0.437544  2.460518  -3.201253
O  -1.635824  1.332333  -3.965344
O  0.817732  1.760139  -3.440037
O  -0.946800  2.292097  -1.818681
H  2.049402  -0.162459  -3.015653
H  0.581376  -2.088094  -5.981318
H  -0.122558  -1.309242  -8.232962
H  -1.592802  0.688921  -8.421686
H  -2.264673  1.917909  -6.372681
N  -3.049673  -1.591884  -2.220108
C  -3.420502  -0.290088  -2.130657
N  -4.187123  0.200055  -3.168283
O  -3.171412  0.417336  -1.147463
H  -2.944084  -2.000265  -3.133703
H  -2.298950  -1.840817  -1.589648
H  -3.983138  -0.205106  -4.069046
H  -4.131622  1.205151  -3.196924
S  3.747342  2.020622  5.169617
C  3.417846  1.478159  3.618192
S  2.194354  2.218940  2.658713
C  2.519159  1.136983  1.288102
N  3.448523  0.284261  1.590550
N  3.956244  0.469200  2.882000
C  5.012153  -0.438523  3.225045
C  5.430052  -1.360851  2.255124
C  6.450242  -2.255461  2.530946
C  7.079560  -2.261958  3.768847
C  6.658986  -1.359143  4.729624
C  5.634773  -0.453578  4.473111
S  1.674952  1.262207  -0.179423
H  4.945715  -1.358639  1.292428
H  6.754505  -2.957286  1.763256
H  7.881513  -2.959652  3.978995
H  7.128845  -1.348663  5.706933
H  5.321755  0.236680  5.236460

Atoms 1-2, force components in eV/Å:
Mn -0.1 0.0 0.1
C 0.0 -0.3 0.2

Results of the natural (NBO) charge analysis, in e, for atoms 1 through 5: atom 1 (Mn): 1.1832, atom 2 (C): -0.4036, atom 3 (N): -0.3732, atom 4 (C): -0.0940, atom 5 (C): -0.0435

***

(3)
ORCA calculation (ωB97M-V/def2-TZVPD) on a molecular structure, C27H21BF4N2O2PdSTe at a distorted geometry.

Output
**Spin multiplicity**: 3
**Frontier orbital gap (alpha / beta)**: 7.754 / 6.078 eV

Atoms and positions in Å:
Pd  -0.716757  0.598297  0.644937
O  0.298650  -1.496278  2.681730
S  1.510232  -0.703744  2.549751
O  2.752212  -1.370237  2.820227
N  1.425224  -0.067657  1.060781
C  2.415519  0.505708  0.337815
C  3.776271  0.375405  0.577131
C  4.704862  0.905284  -0.317857
C  4.313306  1.524016  -1.480339
C  2.945753  1.701489  -1.754732
C  2.446489  2.296282  -2.931584
C  1.099757  2.493336  -3.077321
C  0.235272  2.094649  -2.049151
N  0.669225  1.482480  -0.974547
C  1.986972  1.247620  -0.809847
C  1.336681  0.723011  3.605926
C  0.106249  1.354167  3.630652
C  -0.041600  2.504887  4.388960
C  1.032308  2.998039  5.114941
C  2.250150  2.337218  5.106682
C  2.409303  1.195079  4.337022
H  4.091076  -0.183580  1.443480
H  5.756516  0.797153  -0.096622
H  5.042089  1.887659  -2.188222
H  3.139619  2.585474  -3.707869
H  0.692952  2.945967  -3.965577
H  -0.829724  2.271249  -2.119228
H  -0.740632  0.905101  3.105007
H  -0.995049  3.009148  4.414720
H  0.904891  3.893088  5.705152
H  3.063556  2.707301  5.711255
H  3.338843  0.648094  4.309442
Te  -0.303819  -1.932676  0.110254
C  -2.019957  -3.239304  -0.128914
C  -3.305213  -2.837243  0.202191
C  -4.377458  -3.682087  -0.037679
C  -4.166204  -4.934346  -0.591288
C  -2.878991  -5.343468  -0.904224
C  -1.807898  -4.497508  -0.676373
C  -0.690107  -1.249470  -1.909826
C  0.184721  -1.443709  -2.967247
C  -0.102581  -0.900333  -4.210137
C  -1.265170  -0.175059  -4.407816
C  -2.152249  0.007121  -3.357470
C  -1.861145  -0.522576  -2.113062
H  -3.459938  -1.863377  0.655065
H  -5.379191  -3.357121  0.201410
H  -5.003300  -5.592477  -0.771729
H  -2.707875  -6.318813  -1.333853
H  -0.799285  -4.800046  -0.925652
H  1.088681  -2.020228  -2.822385
H  0.589501  -1.043138  -5.026310
H  -1.483023  0.251285  -5.375556
H  -3.065147  0.566550  -3.502898
H  -2.563413  -0.385245  -1.292811
F  -2.727611  1.100316  1.830414
B  -2.623668  2.273660  1.035419
F  -1.331227  2.801526  1.275007
F  -3.600231  3.158165  1.270241
F  -2.608417  1.813896  -0.297490

Atoms 1-2, force components in eV/Å:
Pd 1.8 0.2 -0.8
O 0.2 0.3 0.4

Results of the natural (NBO) charge analysis, in e, for atoms 1 through 5: atom 1 (Pd): 1.0167, atom 2 (O): -0.9769, atom 3 (S): 2.3342, atom 4 (O): -0.9403, atom 5 (N): -0.9964

***

| no. | DFT total energy (eV) |
| --- | --- |
| 1 | -9742.2840 |
| 2 | -208382.4093 |
| 3 | -68574.0560 |